(1)
Molecular formula: C32H55N3O11P2S
Method: DFT, the ωB97M-V functional and the def2-TZVPD basis

Cartesian coordinates (Å):
1 C 1.744 1.534 -2.154
2 C 3.138 1.233 -2.677
3 O 3.124 0.511 -3.900
4 C 3.147 -0.907 -3.750
5 C 1.849 -1.528 -4.201
6 C 1.551 -1.671 -5.520
7 C 2.483 -1.152 -6.590
8 P 3.628 -2.468 -7.108
9 O 3.570 -3.679 -6.296
10 O 5.090 -1.803 -7.083
11 O 3.290 -2.759 -8.650
12 C 0.344 -2.298 -5.914
13 C -0.541 -2.786 -5.006
14 C -0.279 -2.635 -3.636
15 N -1.171 -3.084 -2.713
16 C -0.911 -2.873 -1.448
17 C -1.959 -3.274 -0.441
18 C -2.694 -2.052 0.114
19 O -2.782 -1.873 1.312
20 N -3.263 -1.095 -0.773
21 C -2.371 0.054 -0.986
22 C -3.841 -1.604 -2.019
23 C 0.303 -2.218 -1.055
24 P 0.904 -1.828 0.634
25 O 0.571 -0.274 0.832
26 O -0.066 -2.525 1.672
27 S 2.758 -2.305 0.784
28 N 1.171 -1.793 -1.931
29 C 0.915 -1.989 -3.244
30 H 1.773 1.935 -1.138
31 H 1.249 2.277 -2.774
32 H 1.142 0.625 -2.143
33 H 3.744 0.714 -1.929
34 H 3.656 2.172 -2.883
35 H 3.938 -1.286 -4.401
36 H 3.371 -1.185 -2.725
37 H 3.042 -0.304 -6.193
38 H 1.876 -0.806 -7.426
39 H 5.204 -1.128 -7.762
40 H 3.293 -1.978 -9.215
41 H 0.116 -2.399 -6.968
42 H -1.458 -3.266 -5.318
43 H -2.682 -3.908 -0.954
44 H -1.551 -3.851 0.382
45 H -2.969 0.949 -1.159
46 H -1.764 0.217 -0.099
47 H -1.721 -0.095 -1.856
48 H -3.969 -2.680 -2.003
49 H -4.831 -1.163 -2.153
50 H -3.245 -1.334 -2.892
51 H 1.053 0.236 0.160
52 H -0.679 -1.915 2.109
53 C 7.777 -2.227 -1.880
54 C 7.389 -2.126 -0.405
55 C 6.379 -0.987 -0.431
56 O 5.738 -1.049 -1.708
57 C 6.447 -1.943 -2.568
58 H 8.194 -3.193 -2.160
59 H 8.507 -1.454 -2.130
60 H 6.906 -3.050 -0.081
61 H 8.228 -1.929 0.260
62 H 6.873 -0.013 -0.339
63 H 5.625 -1.068 0.350
64 H 5.858 -2.859 -2.689
65 H 6.562 -1.477 -3.548
66 C -4.613 -0.723 4.006
67 C -5.939 -0.849 4.754
68 C -6.009 0.487 5.483
69 O -5.334 1.433 4.655
70 C -4.617 0.750 3.621
71 H -4.523 -1.378 3.143
72 H -3.781 -0.935 4.683
73 H -6.764 -0.935 4.043
74 H -5.984 -1.702 5.430
75 H -5.494 0.436 6.450
76 H -7.031 0.828 5.655
77 H -5.135 0.907 2.669
78 H -3.616 1.175 3.543
79 C -1.420 5.788 -0.789
80 C -0.048 6.461 -0.787
81 C 0.876 5.272 -0.557
82 O 0.237 4.144 -1.161
83 C -1.114 4.472 -1.492
84 H -2.192 6.365 -1.294
85 H -1.748 5.602 0.236
86 H 0.150 6.911 -1.762
87 H 0.063 7.232 -0.027
88 H 1.006 5.072 0.512
89 H 1.861 5.402 -1.006
90 H -1.195 4.576 -2.580
91 H -1.764 3.656 -1.175
92 C -2.999 1.857 8.464
93 C -3.104 0.548 9.244
94 C -3.438 1.052 10.643
95 O -4.185 2.255 10.467
96 C -4.102 2.686 9.107
97 H -3.134 1.741 7.389
98 H -2.025 2.320 8.638
99 H -3.926 -0.057 8.853
100 H -2.197 -0.054 9.219
101 H -2.528 1.280 11.208
102 H -4.035 0.346 11.221
103 H -5.067 2.505 8.620
104 H -3.902 3.758 9.086

Summary:
* SMILES: CCOCc1c(CP(=O)(O)O)ccc2nc(CC(=O)N(C)C)c(P(O)(O)=S)nc12.C1CCOC1.C1CCOC1.C1CCOC1.C1CCOC1
* molar mass: 751.8 g mol⁻¹
* LUMO energy: -0.0243 Ha
* spin multiplicity: 1
* highest occupied orbital energy: -8.71 eV


(2)
Molecular formula: C3H11N2O
Method: DFT, the ωB97M-V functional and the def2-TZVPD basis

Cartesian coordinates (Å):
1 C -2.908 0.064 -0.056
2 C -2.023 1.050 -0.848
3 N 1.303 -0.660 -1.030
4 C -0.057 -0.469 -0.937
5 N -0.617 0.699 -1.153
6 H -2.271 -0.253 0.859
7 H -3.152 -1.092 -0.427
8 H -3.683 0.659 0.352
9 H -2.002 2.039 -0.310
10 H -2.420 1.428 -1.737
11 H 1.798 -0.059 -1.702
12 H 1.752 -1.376 -0.503
13 H -0.762 -1.321 -1.124
14 H -0.168 1.484 -1.576
15 H 4.555 -0.316 3.891
16 H 5.641 -1.333 3.281
17 O 5.015 -0.545 3.020

Summary:
* molar mass: 91.1 g mol⁻¹
* LUMO energy: -0.1698 Ha
* spin multiplicity: 1
* net charge: +1
* highest occupied orbital energy: -13.61 eV


(3)
Molecular formula: C15H28N3O2S
Method: DFT, the ωB97M-V functional and the def2-TZVPD basis

Cartesian coordinates (Å):
1 C -1.884 -3.506 0.670
2 H -2.542 -3.285 -0.165
3 H -2.489 -3.852 1.504
4 H -1.219 -4.312 0.376
5 C -1.074 -2.274 1.063
6 C -2.012 -1.141 1.467
7 N -1.313 0.115 1.835
8 C -0.652 0.024 3.156
9 C 0.491 1.025 3.282
10 H 0.324 1.922 2.688
11 H 0.629 1.313 4.323
12 S 2.139 0.364 2.826
13 C 2.073 0.255 1.079
14 N 0.937 0.283 0.445
15 C 0.948 0.142 -0.919
16 C 2.086 -0.001 -1.655
17 C 3.359 -0.026 -0.962
18 O 4.453 -0.151 -1.445
19 N 3.241 0.107 0.448
20 H 4.115 0.089 0.964
21 C 2.142 -0.154 -3.159
22 C 1.483 -1.455 -3.631
23 H 1.662 -1.582 -4.695
24 H 1.917 -2.306 -3.112
25 H 0.405 -1.470 -3.471
26 C 1.581 1.069 -3.892
27 H 0.501 1.174 -3.792
28 H 1.805 0.984 -4.952
29 H 2.049 1.979 -3.521
30 H 3.207 -0.221 -3.400
31 O -0.303 0.139 -1.415
32 H -0.266 0.078 -2.380
33 H -0.261 -0.985 3.293
34 H -1.399 0.203 3.934
35 C -2.250 1.269 1.781
36 C -2.343 1.896 0.392
37 C -1.237 2.914 0.141
38 H -1.349 3.345 -0.850
39 H -0.253 2.457 0.196
40 H -1.288 3.725 0.864
41 H -2.305 1.121 -0.373
42 H -3.307 2.398 0.307
43 H -1.915 2.030 2.487
44 H -3.229 0.917 2.114
45 H -0.490 0.254 1.130
46 H -2.662 -0.918 0.619
47 H -2.638 -1.450 2.308
48 H -0.467 -1.958 0.215
49 H -0.403 -2.542 1.880

Summary:
* SMILES: CCC[NH+](CCC)CCSc1nc(O)c(C(C)C)c(=O)[nH]1
* molar mass: 314.5 g mol⁻¹
* LUMO energy: -0.0913 Ha
* spin multiplicity: 1
* net charge: +1
* highest occupied orbital energy: -11.84 eV


Number 1: maximum force 1.437 eV/Å. Number 2: maximum force 4.705 eV/Å. Number 3: maximum force 0.891 eV/Å.